A 3-piece molecular cluster, C16H20NO8P2S overall. Source: the OMol25 dataset; level of theory: ωB97M-V/def2-TZVPD.

The geometry in XYZ format:
```
48
Properties=species:S:1:pos:R:3:forces:R:3
O 0.0962 -1.3684 2.4451 -0.3 3.9 -5.0
P 0.0735 -0.4094 1.1860 1.5 -4.6 3.7
O 1.5781 0.5199 1.2569 -3.8 -0.5 -2.0
O -0.0467 -1.3730 -0.2979 0.9 4.2 1.2
C -1.4914 0.7510 1.1703 -0.3 -0.3 -0.2
O -2.6757 -0.1571 1.0779 0.5 2.6 -0.4
C -3.8881 0.6365 0.7489 0.1 0.4 -0.7
C -3.7375 1.0617 -0.8401 -3.3 -1.2 -0.2
N -2.3133 1.3189 -1.2816 0.7 -0.3 1.1
C -1.3752 1.7373 -0.1413 2.0 -0.4 -0.2
P -1.4798 3.6132 0.2720 -0.2 1.2 1.5
S -2.4513 4.0058 1.9155 0.2 -0.4 -0.6
H 1.5989 1.2115 0.5314 0.3 -1.0 1.1
H 0.1645 -0.7451 -1.0761 -0.4 -1.6 1.4
H -1.4697 1.3024 2.2037 -0.2 -0.7 -2.1
H -4.0265 1.5854 1.4209 0.5 -1.8 -1.2
H -4.8228 -0.0654 0.8463 2.0 1.3 -0.2
H -4.4984 1.9283 -1.1450 2.1 -1.6 0.8
H -4.1052 0.1089 -1.4579 1.0 2.1 1.2
H -2.2317 2.0238 -2.0517 -0.3 -0.9 0.7
H -1.9264 0.3971 -1.6417 -0.5 1.0 -0.2
H -0.2766 1.5699 -0.5767 -2.3 0.5 0.7
H -2.0498 4.4088 -0.8142 0.7 -1.2 0.1
H -0.0965 4.0864 0.3975 -0.9 -0.8 -0.7
C 3.7748 -0.9249 4.7669 -0.2 0.1 -0.5
C 3.9443 -0.2571 3.6217 -0.2 -0.3 0.2
C 5.0590 0.6950 3.4478 0.1 0.3 -0.6
O 5.2137 1.3082 2.4006 -0.1 -0.3 0.5
C 5.9795 0.8792 4.5874 0.1 -0.1 0.4
C 5.8100 0.2114 5.7326 0.3 0.3 -0.3
C 4.6953 -0.7407 5.9065 -0.1 -0.5 0.9
O 4.5406 -1.3539 6.9537 0.1 0.5 -0.8
H 2.9622 -1.6264 4.9112 0.0 0.0 0.0
H 3.2782 -0.3818 2.7764 0.0 0.0 0.1
H 6.7921 1.5807 4.4431 0.0 0.0 0.0
H 6.4761 0.3361 6.5779 0.0 0.0 0.0
C -0.3794 -3.2964 -5.0379 0.2 0.1 0.4
C -0.3928 -2.4100 -4.0377 0.1 0.0 0.0
C -1.4371 -1.3703 -3.9495 0.0 -0.7 -0.6
O -1.4491 -0.5573 -3.0355 0.1 0.4 0.4
C -2.4663 -1.3493 -5.0078 0.0 -0.1 -0.1
C -2.4529 -2.2357 -6.0080 -0.3 0.4 0.2
C -1.4086 -3.2754 -6.0962 0.1 -1.0 -1.0
O -1.3966 -4.0884 -7.0102 0.0 0.9 0.9
H 0.3798 -4.0649 -5.1178 0.0 0.0 0.0
H 0.3546 -2.4127 -3.2534 0.0 0.0 0.0
H -3.2255 -0.5808 -4.9279 0.0 0.0 0.0
H -3.2003 -2.2330 -6.7923 0.0 0.0 0.0
```
Positions in Å, forces in eV/Å.

Charge: +1
DFT total energy in Ha: -2358.88421
Lowest unoccupied orbital energy in eV: -5.03
Max |F| in Eh/bohr: 0.12395
M in g/mol: 448.35